(1)
A molecular structure, C34H29Co2NO5P, computed with ωB97M-V/def2-TZVPD.

Kohn-Sham gap in eV: 3.51
Relative energy (zero: lowest compared OMol25 entry of this formula, charge and spin) in kJ/mol: 187.2
Total charge: +1
E_LUMO in eV: -6.08
E_HOMO in eV: -9.5850
Calculated total energy in eV: -131987.041

Last column: Löwdin charge in e.
Cartesian coordinates (Å):
O1 0.875 -3.519 -1.728  0.1420
C1 0.393 -2.638 -2.320  -0.1072
Co1 -0.423 -1.444 -3.309  0.1728
C2 0.411 -1.340 -4.840  -0.0925
O2 0.971 -1.260 -5.852  0.1758
C3 -1.939 -2.240 -3.643  -0.0939
O3 -2.981 -2.734 -3.773  0.1711
C4 -1.150 0.093 -2.203  -0.2194
C5 -1.397 -0.321 -0.879  -0.2783
C6 -2.465 -0.822 -0.198  -0.0625
C7 -2.385 -1.769 0.883  -0.2307
C8 -3.519 -2.544 1.246  -0.0248
C9 -3.440 -3.461 2.288  -0.0672
C10 -2.240 -3.606 3.010  -0.0635
C11 -1.118 -2.847 2.659  -0.0647
C12 -1.189 -1.932 1.613  -0.0335
Co2 0.281 0.314 -1.160  0.0812
C13 1.427 -0.572 -0.173  -0.1301
O4 2.297 -1.062 0.425  0.1734
C14 1.385 0.901 -2.387  -0.1375
O5 2.085 1.352 -3.195  0.1754
P1 0.190 2.241 -0.047  1.1426
C15 1.130 2.208 1.526  -0.3374
C16 0.528 2.414 2.778  -0.0633
C17 1.264 2.209 3.948  -0.0556
C18 2.622 1.891 3.879  -0.0573
C19 3.257 1.817 2.634  -0.0582
C20 2.515 1.964 1.459  -0.1235
C21 0.851 3.725 -0.905  -0.3398
C22 1.797 4.582 -0.317  -0.0624
C23 2.344 5.635 -1.057  -0.0549
C24 1.883 5.902 -2.348  -0.0567
C25 0.861 5.119 -2.898  -0.0593
C26 0.360 4.021 -2.190  -0.1156
C27 -1.490 2.771 0.479  -0.3155
C28 -2.084 3.983 0.081  -0.0592
C29 -3.442 4.204 0.334  -0.0621
C30 -4.208 3.236 0.988  -0.0593
C31 -3.594 2.079 1.483  -0.0589
C32 -2.228 1.882 1.280  -0.1246
H1 -1.728 0.880 -2.705  0.1062
H2 -3.471 -0.547 -0.533  0.1338
H3 -4.438 -2.395 0.673  0.1167
H4 -4.310 -4.075 2.531  0.1115
H5 -2.177 -4.323 3.831  0.1104
H6 -0.171 -2.965 3.187  0.1108
H7 -0.331 -1.317 1.339  0.0778
H8 -0.510 2.740 2.844  0.1025
H9 0.767 2.305 4.915  0.1154
H10 3.191 1.721 4.792  0.1144
H11 4.331 1.638 2.572  0.1160
H12 3.020 1.912 0.490  0.1175
H13 2.112 4.425 0.715  0.1063
H14 3.129 6.249 -0.611  0.1158
H15 2.306 6.729 -2.919  0.1148
H16 0.456 5.358 -3.883  0.1146
H17 -0.427 3.402 -2.633  0.1118
H18 -1.484 4.744 -0.422  0.1049
H19 -3.903 5.136 0.003  0.1135
H20 -5.278 3.386 1.134  0.1135
H21 -4.172 1.327 2.023  0.1167
H22 -1.732 1.011 1.722  0.1057
C33 1.704 -7.552 -0.934  -0.1541
N1 2.390 -6.301 -0.901  -0.2195
C34 3.701 -6.218 -0.343  -0.1548
H23 0.695 -7.399 -1.332  0.0780
H24 2.239 -8.262 -1.583  0.0775
H25 1.630 -8.006 0.069  0.0740
H26 1.858 -5.452 -1.013  0.0566
H27 4.026 -5.172 -0.342  0.0757
H28 3.733 -6.606 0.689  0.0738
H29 4.409 -6.810 -0.945  0.0774

Cartesian forces (eV/Å) of the 6 atoms listed first:
-1.72 2.52 -1.81
2.81 -2.58 2.31
-0.14 2.84 2.02
3.30 -0.98 -4.84
-1.76 0.10 2.88
-4.88 -0.83 -0.63

---

(2)
2 unconnected molecules or ions with the total composition C4H7NOP, computed with ωB97M-V/def2-TZVPD.

Kohn-Sham gap (spin up / spin down) in eV: 7.99 / 8.00
Relative energy (zero: lowest compared OMol25 entry of this formula, charge and spin) in kJ/mol: 169.6
Total charge: +1
E_LUMO (spin up / spin down) in eV: -6.28 / -6.28
E_HOMO (spin up / spin down) in eV: -14.2784 / -14.2794
Calculated total energy in eV: -17076.682

Last column: Löwdin charge in e.
Cartesian coordinates (Å):
C1 -1.817 0.806 0.739  -0.3356
C2 -0.498 -1.267 0.116  0.1079
C3 -1.084 2.046 0.336  -0.0137
C4 -0.008 1.157 -0.311  -0.0825
N1 -0.732 -0.031 0.133  -0.0815
O1 -2.772 0.437 1.307  0.2357
P1 2.012 -2.487 -0.361  0.8701
H1 -1.237 -1.942 0.532  0.0805
H2 -1.652 2.688 -0.335  0.1417
H3 -0.758 2.641 1.186  0.1414
H4 0.043 1.213 -1.399  0.1409
H5 0.995 1.225 0.108  0.1359
H6 1.800 -3.291 0.771  -0.1697
H7 1.351 -3.397 -1.205  -0.1712

Cartesian forces (eV/Å) of the 6 atoms listed first:
-0.88 -0.04 0.46
2.44 -1.61 -0.18
0.04 0.69 -0.06
0.67 0.68 -0.38
0.21 -0.80 -0.24
0.11 0.04 -0.11

---

(3)
C4H7N3O in the gas phase, computed with ωB97M-V/def2-TZVPD.

Kohn-Sham gap in eV: 8.95
Relative energy (zero: lowest compared OMol25 entry of this formula, charge and spin) in kJ/mol: 624.3
SMILES: [H]/N=c1/cc(C)[nH]n1O
Total charge: 0
E_LUMO in eV: 0.65
E_HOMO in eV: -8.2971
Calculated total energy in eV: -10773.277

Last column: Löwdin charge in e.
Cartesian coordinates (Å):
C1 -2.492 -0.051 0.040  -0.0703
C2 -0.895 -0.096 0.063  -0.3116
C3 -0.029 -1.168 0.237  0.0163
C4 1.394 -0.673 -0.028  -0.4650
H1 -2.854 -1.209 -0.330  0.1278
H2 -2.553 0.784 -0.796  0.0867
H3 -3.107 0.102 1.136  0.1249
H4 -0.178 -2.160 0.729  0.1142
H5 3.511 -1.283 -0.565  0.1556
H6 2.021 2.250 -0.122  0.0817
H7 -0.274 1.801 0.015  0.0963
N1 2.394 -1.501 -0.085  0.0713
N2 1.311 0.640 -0.328  -0.1262
N3 -0.137 0.975 -0.495  0.0600
O1 1.891 1.592 0.530  0.0384

Cartesian forces (eV/Å) of the 6 atoms listed first:
0.47 -1.49 -0.04
0.62 -2.86 0.36
-0.05 1.37 1.04
0.61 -4.11 0.59
0.93 3.67 0.76
-1.19 -1.76 1.83

---

(4)
C5H3NO2 in the gas phase, computed with ωB97M-V/def2-TZVPD.

Kohn-Sham gap (spin up / spin down) in eV: 7.17 / 7.17
Relative energy (zero: lowest compared OMol25 entry of this formula, charge and spin) in kJ/mol: 332.3
Total charge: 0
E_LUMO (spin up / spin down) in eV: -0.72 / -0.72
E_HOMO (spin up / spin down) in eV: -7.8863 / -7.8868
Calculated total energy in eV: -10813.970

Last column: Löwdin charge in e.
Cartesian coordinates (Å):
C1 -0.920 -0.683 -0.070  -0.0117
C2 0.144 -1.537 0.194  -0.0822
C3 -0.635 0.662 -0.142  -0.4560
C4 1.382 -1.224 -0.064  -0.2278
C5 0.705 1.132 0.233  -0.0274
N1 -1.305 1.622 -0.743  0.0892
O1 1.413 2.015 0.516  0.2114
O2 2.438 -1.231 -0.508  0.2165
H1 -1.922 -0.840 -0.084  0.0943
H2 0.134 -2.404 0.897  0.1483
H3 -1.433 2.487 -0.230  0.0455

Cartesian forces (eV/Å) of the 6 atoms listed first:
2.83 2.12 0.39
-1.38 -2.55 2.16
-1.52 1.13 -0.99
0.80 0.80 -1.20
1.70 1.35 0.98
-0.41 -0.50 -0.13